(1)
One molecule with the formula ClH5Si3 at a distorted geometry. Source: the Open Molecules 2025 dataset; level of theory: ωB97M-V/def2-TZVPD.

The energy above the lowest of the compared OMol25 structures with the same formula, charge and spin comes out at 48.9 kJ/mol. The calculation puts the LUMO energy at -0.57 eV. The HOMO energy comes out at -8.3794 eV. As for the HOMO-LUMO gap: 7.808 eV. The SMILES is Cl[SiH]1[SiH2][SiH2]1.

Structure (XYZ):
```
9
Properties=species:S:1:pos:R:3:forces:R:3
Cl -2.507152 0.053052 -0.393555 0.00 -0.34 -0.63
Si -0.887646 -0.002098 0.964985 -1.85 0.53 -0.23
Si 0.817754 1.054962 -0.404764 -0.87 0.97 1.10
Si 0.674390 -1.317318 -0.165197 -1.05 1.63 0.28
H -2.010792 -0.089707 2.088468 2.00 -0.01 -0.23
H 1.396955 1.839849 0.737392 0.58 -0.42 -0.41
H 0.432312 2.095536 -1.461678 0.05 -0.85 0.49
H 0.128485 -1.814673 -1.373393 -0.62 -0.56 -1.01
H 1.955693 -1.819599 0.007745 1.75 -0.95 0.65
```
Positions in Å, forces in eV/Å.

=====

(2)
A 2-piece molecular cluster, C5H7N5O2 overall at a distorted geometry. Source: the Open Molecules 2025 dataset; level of theory: ωB97M-V/def2-TZVPD.

The calculation puts the LUMO energy (spin up / spin down) at -12.17 / -11.08 eV. The HOMO energy (spin up / spin down) comes out at -18.5145 / -18.3968 eV. The net charge is +2. As for the HOMO-LUMO gap (spin up / spin down): 6.342 / 7.314 eV.

Structure (XYZ):
```
19
Properties=species:S:1:pos:R:3:forces:R:3
C 1.178067 0.852805 -1.597491 0.96 -2.09 -0.28
C 0.265186 1.504897 -0.834853 -1.03 2.16 0.23
C 0.629106 -1.124167 -0.225791 -1.00 -2.56 1.28
C 1.296380 -0.552864 -1.271991 1.28 1.67 -1.93
C -0.544663 0.798259 0.141224 4.20 1.47 -2.50
N -1.479759 1.401097 0.775668 -3.03 1.23 0.83
N -0.231199 -0.408376 0.478856 0.08 -2.39 -0.13
N 2.003987 -1.601968 -2.154494 -0.46 2.79 -0.74
N -1.801824 2.174667 1.582790 -2.36 1.69 1.37
N -1.207017 -0.785561 2.329005 1.21 -0.56 0.90
O 2.761352 -1.238387 -3.003506 0.41 0.41 0.38
O 1.513620 -2.658217 -1.995793 -0.43 -2.90 0.25
H 1.743554 1.417861 -2.394354 -0.43 -1.09 0.96
H 0.229918 2.623663 -0.947043 -0.56 -1.24 0.24
H 0.648228 -2.294447 -0.096658 0.27 2.54 0.06
H -0.638341 -1.528405 2.765368 -0.67 0.22 -0.52
H -2.911093 2.425904 1.741913 2.51 -0.73 -0.74
H -1.468779 -0.052362 2.938677 0.44 1.03 1.23
H -1.986721 -0.954397 1.768471 -1.37 -1.66 -0.90
```
Positions in Å, forces in eV/Å.

=====

(3)
One molecule with the formula C3H4BrClO. Source: the Open Molecules 2025 dataset; level of theory: ωB97M-V/def2-TZVPD.

The energy above the lowest of the compared OMol25 structures with the same formula, charge and spin comes out at 0.0 kJ/mol. The calculation puts the LUMO energy at 0.10 eV. The HOMO energy comes out at -10.4216 eV. As for the HOMO-LUMO gap: 10.521 eV. The SMILES is O=C[C@@H](Br)CCl.

Structure (XYZ):
```
10
Properties=species:S:1:pos:R:3:forces:R:3
O 0.355344 -1.955983 0.470272 0.19 -0.06 0.24
C -0.220931 -1.345883 -0.377640 -0.35 0.06 -0.46
C -0.356745 0.162136 -0.404219 -0.03 0.25 0.22
Br -2.251544 0.456576 0.033680 0.16 0.02 -0.04
C 0.520459 0.871140 0.603619 -0.10 0.01 0.07
Cl 2.203748 0.814134 0.011550 0.06 0.03 0.00
H -0.760486 -1.839415 -1.206840 0.07 -0.13 0.02
H -0.224610 0.556200 -1.413838 -0.02 -0.08 0.14
H 0.243781 1.919250 0.715162 0.02 -0.17 -0.03
H 0.490980 0.361841 1.568253 -0.02 0.08 -0.16
```
Positions in Å, forces in eV/Å.

=====

(4)
One molecule with the formula C19H20N4O3S at a distorted geometry. Source: the Open Molecules 2025 dataset; level of theory: ωB97M-V/def2-TZVPD.

The energy above the lowest of the compared OMol25 structures with the same formula, charge and spin comes out at 302.7 kJ/mol. The calculation puts the LUMO energy at -0.44 eV. The HOMO energy comes out at -8.5114 eV. As for the HOMO-LUMO gap: 8.072 eV. The SMILES is CC[C@@]1(C)Cc2c(sc3nnn(CC(=O)Nc4ccccc4)c(=O)c23)CO1.

Structure (XYZ):
```
47
Properties=species:S:1:pos:R:3:forces:R:3
C 3.181422 -3.464552 -3.607921 -0.01 0.19 0.16
C 2.758530 -2.326857 -2.686795 -0.34 -0.07 -0.31
C 1.239771 -2.063250 -2.701316 0.30 -0.24 0.57
C 0.440286 -3.318822 -2.339418 0.17 0.34 -0.25
C 0.921643 -0.955082 -1.664714 0.05 -0.07 -0.21
C -0.345878 -0.267468 -2.025745 0.03 0.14 -0.44
C -0.534972 0.059367 -3.337964 -0.28 0.04 0.49
S -2.044740 0.845219 -3.654864 0.17 -0.16 0.49
C -2.442409 0.748794 -1.972039 1.24 -0.68 0.37
N -3.587987 1.209576 -1.439840 -0.56 0.40 -0.72
N -3.786906 1.072425 -0.212975 -1.05 0.42 0.53
N -2.892893 0.494945 0.586707 0.91 -0.40 -0.38
C -3.295483 0.402095 1.974474 -0.20 0.15 0.62
C -2.656005 1.501641 2.858929 -0.26 -0.54 -0.39
O -3.325321 2.393241 3.324606 -0.18 0.24 0.13
N -1.331922 1.308285 3.031645 0.51 -0.28 -0.03
C -0.421104 2.088211 3.754533 0.09 0.27 0.18
C -0.793130 3.204702 4.495895 -0.21 0.03 -0.02
C 0.170263 3.916797 5.187878 0.15 -0.04 0.00
C 1.499217 3.530995 5.151004 0.07 0.10 0.08
C 1.869285 2.419311 4.411589 0.00 -0.02 -0.01
C 0.916946 1.700138 3.716455 -0.07 0.01 -0.01
C -1.658682 -0.028201 0.191097 -0.23 0.12 -0.30
O -0.901484 -0.538793 1.004321 0.20 -0.23 0.06
C -1.441407 0.119151 -1.222731 -0.67 0.42 -0.44
C 0.499991 -0.383501 -4.312243 0.11 0.22 -0.21
O 0.850066 -1.718945 -4.039155 0.02 -0.26 -0.05
H 2.757239 -3.313041 -4.596842 0.01 -0.05 -0.12
H 2.844526 -4.423669 -3.225423 -0.01 -0.15 -0.01
H 4.265274 -3.491926 -3.691543 0.08 -0.08 -0.05
H 3.259787 -1.410192 -3.008330 -0.01 0.08 0.10
H 3.067941 -2.537925 -1.661607 0.01 0.08 0.08
H -0.605383 -3.058436 -2.191115 -0.12 0.01 0.01
H 0.826964 -3.767601 -1.428933 0.05 -0.08 0.13
H 0.499697 -4.036489 -3.151352 -0.01 -0.13 -0.05
H 0.856331 -1.385745 -0.666706 0.11 0.00 -0.04
H 1.731237 -0.218075 -1.667326 0.04 -0.03 0.06
H -3.009557 -0.581926 2.356254 -0.07 0.08 -0.11
H -4.377319 0.535445 2.006566 0.21 -0.02 0.01
H -0.918157 0.513464 2.542848 -0.30 0.17 0.06
H -1.826357 3.507141 4.525920 -0.02 0.00 -0.01
H -0.124491 4.782281 5.762271 -0.03 0.07 0.04
H 2.243933 4.092230 5.694931 0.06 0.05 0.04
H 2.903689 2.110655 4.376464 0.07 -0.03 -0.01
H 1.201088 0.832382 3.137683 0.04 -0.10 -0.06
H 1.381723 0.277525 -4.244462 -0.14 -0.07 -0.07
H 0.134734 -0.375518 -5.340712 0.08 0.09 0.06
```
Positions in Å, forces in eV/Å.

=====

(5)
A 2-piece molecular cluster, C2H2BrClO2 overall at a distorted geometry. Source: the Open Molecules 2025 dataset; level of theory: ωB97M-V/def2-TZVPD.

The energy above the lowest of the compared OMol25 structures with the same formula, charge and spin comes out at 125.5 kJ/mol. The calculation puts the LUMO energy (spin up / spin down) at -1.36 / -1.79 eV. The HOMO energy (spin up / spin down) comes out at -9.3896 / -9.5736 eV. As for the HOMO-LUMO gap (spin up / spin down): 8.025 / 7.788 eV.

Structure (XYZ):
```
8
Properties=species:S:1:pos:R:3:forces:R:3
C -1.424168 0.723940 -0.827389 0.20 1.48 0.11
C 0.655665 -0.408220 1.170522 0.92 -0.14 3.17
O -0.874513 1.697019 -0.576332 0.89 1.23 0.41
O -2.043815 -0.196440 -1.069748 -1.27 -2.49 -0.57
Cl 1.467284 0.072267 -2.171632 0.04 0.62 -0.93
Br 1.071549 -1.306327 -0.280495 -0.03 -0.38 1.36
H -0.241164 -0.502737 1.784062 -0.84 -0.06 -1.53
H 1.389162 -0.079502 1.971012 0.09 -0.26 -2.02
```
Positions in Å, forces in eV/Å.

=====

(6)
A 3-piece molecular cluster, C16H21BrN2Si overall at a distorted geometry. Source: the Open Molecules 2025 dataset; level of theory: ωB97M-V/def2-TZVPD.

The calculation puts the LUMO energy at 0.17 eV. The HOMO energy comes out at -8.0638 eV. As for the HOMO-LUMO gap: 8.232 eV. The SMILES is Cc1ccc(C[SiH2]Br)cc1.c1cc[nH]c1.c1cc[nH]c1.

Structure (XYZ):
```
41
Properties=species:S:1:pos:R:3:forces:R:3
C 6.775739 -3.752944 -1.817933 -0.15 1.22 0.13
C 5.378782 -3.000474 -1.647984 -2.37 1.12 0.31
C 4.752077 -2.944007 -0.223878 -2.50 2.08 -3.39
C 3.404002 -2.206539 -0.075167 1.67 -0.21 -2.78
C 2.699885 -1.496051 -1.288810 2.36 -1.18 0.25
C 1.293082 -0.778751 -0.925794 1.10 -0.33 -0.07
Si 0.042690 -2.250382 -0.669116 1.07 0.15 0.48
Br -0.429365 -2.460409 1.587544 0.09 0.24 -1.12
C 3.319796 -1.541156 -2.702133 1.80 -1.95 3.51
C 4.673353 -2.322055 -2.867328 -1.40 0.15 3.29
H 6.709040 -4.788670 -2.293233 -0.08 1.44 0.75
H 7.259449 -3.801366 -0.775695 -0.69 -0.17 -1.66
H 7.457404 -3.088927 -2.470815 -1.01 -1.15 0.95
H 5.239437 -3.418459 0.687958 -0.66 0.69 -1.53
H 2.899433 -2.173049 0.960140 0.85 0.03 -1.86
H 1.385975 -0.201629 0.070928 0.03 -0.84 -1.64
H 0.958585 -0.062388 -1.748345 0.47 -0.96 1.07
H -1.165105 -2.117802 -1.480151 -0.42 0.18 0.12
H 0.719868 -3.507073 -1.062799 -0.17 0.14 0.15
H 2.796191 -1.019889 -3.566853 0.92 -0.85 1.27
H 5.176583 -2.404550 -3.891484 -0.87 0.20 1.70
C -0.918855 3.729104 -0.092842 0.25 -0.06 0.08
C -2.263593 3.371601 -0.358840 -0.22 -0.12 -0.01
C -2.336688 2.000210 -0.323160 -0.05 -0.04 -0.01
N -1.085048 1.517060 -0.049978 -0.02 0.08 0.03
C -0.215734 2.564274 0.097090 0.02 -0.01 -0.05
H -0.510579 4.727701 -0.044383 -0.04 -0.11 0.00
H -3.087148 4.042954 -0.554149 0.07 -0.07 0.01
H -3.169177 1.327764 -0.469661 0.10 0.04 -0.11
H -0.841979 0.542731 0.031016 -0.07 0.20 0.09
H 0.825777 2.390954 0.322204 -0.09 0.05 -0.03
C -6.817330 1.899397 3.172912 -0.08 -0.19 -0.17
C -6.054502 2.955590 3.729636 0.19 0.16 0.01
C -4.931850 3.103737 2.951903 0.06 0.01 0.01
N -4.986711 2.173300 1.949519 -0.14 0.01 0.04
C -6.135330 1.438238 2.073298 0.01 -0.03 0.01
H -7.761143 1.519450 3.535483 0.09 0.03 -0.05
H -6.299731 3.542956 4.602272 0.03 -0.05 -0.09
H -4.100400 3.788342 3.025942 -0.08 -0.07 0.01
H -4.289926 2.049573 1.231609 -0.04 0.12 0.20
H -6.366941 0.651624 1.371091 -0.01 0.06 0.09
```
Positions in Å, forces in eV/Å.